1.
{
  "formula": "C3H5N3O",
  "method": "ωB97M-V/def2-TZVPD",
  "gap_ev": 8.671,
  "e_lumo_ev": 0.86,
  "spin_multiplicity": 1,
  "total_energy_ha": -356.816118,
  "e_above_lowest_ev": 1.123,
  "species": ["N", "C", "C", "N", "C", "O", "N", "H", "H", "H", "H", "H"],
  "coordinates": [[-1.160, 0.910, 1.403], [-0.421, 0.200, 0.453], [0.564, -0.690, 0.640], [0.906, -1.208, -0.663], [0.610, -0.104, -1.459], [1.328, 0.442, -2.257], [-0.639, 0.343, -0.953], [-2.145, 0.954, 1.168], [-1.055, 0.434, 2.294], [1.106, -0.956, 1.535], [1.830, -1.568, -0.838], [-0.923, 1.242, -1.324]],
  "mulliken_charge": [-0.539, 0.334, -0.652, -0.260, 0.497, -0.565, -0.264, 0.271, 0.263, 0.334, 0.283, 0.299]
}



2.
{
  "formula": "C3H5N3O",
  "method": "ωB97M-V/def2-TZVPD",
  "gap_ev": 8.999,
  "e_lumo_ev": 0.88,
  "spin_multiplicity": 1,
  "total_energy_ha": -356.806380,
  "e_above_lowest_ev": 1.388,
  "species": ["N", "C", "N", "C", "O", "C", "N", "H", "H", "H", "H", "H"],
  "coordinates": [[-2.019, -0.465, 0.550], [-0.650, -0.289, 0.237], [0.434, -1.030, 0.119], [1.375, -0.121, -0.286], [2.656, -0.501, -0.520], [0.866, 1.156, -0.416], [-0.471, 0.996, -0.055], [-2.232, -0.693, 1.507], [-2.549, -1.001, -0.118], [2.690, -1.457, -0.372], [1.346, 2.075, -0.713], [-1.445, 1.330, 0.066]],
  "mulliken_charge": [-0.492, 0.176, -0.700, 0.705, -0.516, -0.606, -0.099, 0.213, 0.212, 0.370, 0.398, 0.339]
}



3.
{
  "formula": "C3H5N3O",
  "method": "ωB97M-V/def2-TZVPD",
  "gap_ev": 8.103,
  "e_lumo_ev": 0.76,
  "spin_multiplicity": 1,
  "total_energy_ha": -356.771727,
  "e_above_lowest_ev": 2.331,
  "species": ["N", "C", "C", "N", "C", "O", "N", "H", "H", "H", "H", "H"],
  "coordinates": [[2.075, 0.733, -0.101], [0.967, -0.056, -0.037], [0.420, -1.305, -0.028], [-0.984, -1.059, -0.027], [-1.173, 0.264, -0.009], [-2.392, 0.815, 0.016], [-0.054, 0.898, -0.007], [2.996, 0.375, 0.157], [1.313, 1.603, 0.013], [0.811, -2.308, -0.084], [-1.725, -1.725, 0.055], [-2.273, 1.776, 0.055]],
  "mulliken_charge": [-0.471, 0.158, -0.734, -0.006, 0.412, -0.524, -0.439, 0.217, 0.475, 0.379, 0.190, 0.342]
}



4.
{
  "formula": "C3H5N3O",
  "method": "ωB97M-V/def2-TZVPD",
  "gap_ev": 10.248,
  "e_lumo_ev": 0.80,
  "spin_multiplicity": 1,
  "total_energy_ha": -356.753461,
  "e_above_lowest_ev": 2.828,
  "species": ["O", "C", "C", "N", "N", "C", "N", "H", "H", "H", "H", "H"],
  "coordinates": [[-2.388, 0.972, 0.448], [-2.048, -0.147, -0.300], [0.124, -0.240, -0.107], [-0.722, 0.002, -0.936], [2.585, 0.194, -0.514], [2.218, -0.306, 0.594], [0.875, -0.556, 0.813], [-2.327, 1.736, -0.139], [-2.711, -0.357, -1.129], [-2.043, -0.992, 0.397], [3.592, 0.300, -0.552], [2.847, -0.605, 1.427]],
  "mulliken_charge": [-0.498, -0.339, 0.822, -0.475, -0.558, -0.062, -0.469, 0.341, 0.302, 0.325, 0.227, 0.384]
}



5.
{
  "formula": "C3H5N3O3",
  "method": "ωB97M-V/def2-TZVPD",
  "gap_ev": 9.580,
  "e_lumo_ev": 0.55,
  "spin_multiplicity": 1,
  "total_energy_ha": -507.100552,
  "e_above_lowest_ev": 6.729,
  "species": ["C", "C", "C", "H", "H", "H", "H", "H", "N", "N", "N", "O", "O", "O"],
  "coordinates": [[-1.045, -1.150, -0.034], [2.317, -0.331, 0.066], [0.448, 0.988, 0.036], [-3.510, 0.540, -0.396], [-1.010, -2.313, -0.253], [2.769, -0.437, 1.030], [3.070, -0.466, -0.729], [-1.244, 1.949, -0.034], [-2.284, -0.813, 0.064], [0.096, -0.413, 0.061], [-0.178, 2.027, -0.233], [-2.566, 0.641, 0.265], [1.291, -1.236, -0.050], [1.845, 1.013, 0.208]],
  "mulliken_charge": [0.203, -0.125, 0.400, 0.407, 0.320, 0.219, 0.227, 0.406, -0.469, 0.162, -0.626, -0.464, -0.314, -0.347]
}



6.
{
  "formula": "C3H5N3O3",
  "method": "ωB97M-V/def2-TZVPD",
  "gap_ev": 10.575,
  "e_lumo_ev": 0.30,
  "spin_multiplicity": 1,
  "total_energy_ha": -507.228702,
  "e_above_lowest_ev": 3.242,
  "species": ["N", "C", "O", "C", "C", "O", "N", "N", "H", "H", "H", "H", "O", "H"],
  "coordinates": [[0.575, -1.420, -0.522], [0.370, -0.054, -0.605], [0.971, 0.661, -1.399], [-0.890, 0.411, 0.034], [-1.895, 1.180, -0.473], [-2.784, 1.354, 0.488], [-2.364, 0.623, 1.594], [-1.286, 0.059, 1.298], [2.464, -0.937, 0.562], [0.274, -1.984, -1.308], [-2.055, 1.686, -1.418], [0.526, -1.906, 0.366], [2.684, -0.003, 0.959], [3.411, 0.331, 0.424]],
  "mulliken_charge": [-0.524, 0.339, -0.518, 0.171, 0.217, -0.108, -0.297, -0.167, 0.345, 0.196, 0.424, 0.282, -0.672, 0.313]
}



7.
{
  "formula": "C3H5N3OS",
  "method": "ωB97M-V/def2-TZVPD",
  "gap_ev": 9.310,
  "e_lumo_ev": 0.75,
  "spin_multiplicity": 1,
  "total_energy_ha": -754.924365,
  "e_above_lowest_ev": 3.121,
  "species": ["C", "C", "C", "H", "H", "H", "H", "H", "N", "N", "N", "O", "S"],
  "coordinates": [[1.340, -0.505, 0.104], [0.159, -1.323, 0.188], [-0.821, -0.406, -0.078], [-0.690, 2.174, 1.141], [-0.847, 2.749, -0.645], [3.172, 0.004, -0.182], [0.244, -2.478, 0.457], [-2.394, -2.105, -0.493], [-0.950, 1.959, 0.120], [-0.297, 0.828, -0.265], [1.015, 0.741, -0.132], [2.624, -0.852, -0.142], [-2.555, -0.786, -0.073]],
  "mulliken_charge": [0.581, -0.414, 0.179, 0.264, 0.265, 0.373, 0.255, 0.147, -0.630, 0.701, -0.953, -0.523, -0.246]
}



8.
{
  "formula": "C3H5N3S",
  "method": "ωB97M-V/def2-TZVPD",
  "gap_ev": [8.512, 6.972],
  "e_lumo_ev": [-0.14, -1.16],
  "spin_multiplicity": 1,
  "total_energy_ha": -679.627648,
  "e_above_lowest_ev": 4.288,
  "species": ["C", "C", "C", "N", "N", "N", "S", "H", "H", "H", "H", "H"],
  "coordinates": [[-0.217, -1.572, 0.081], [-0.645, -0.200, 0.502], [-0.359, 0.875, -0.588], [1.015, -1.859, -0.078], [0.469, 1.941, -0.127], [1.494, 1.905, 0.413], [2.099, -0.549, -0.077], [-1.036, -2.389, 0.101], [-1.710, -0.198, 0.852], [-0.075, -0.020, 1.407], [0.233, 0.561, -1.417], [-1.269, 1.505, -1.069]],
  "mulliken_charge": [0.048, -0.648, -0.561, -0.433, 0.214, -0.345, -0.094, 0.308, 0.314, 0.413, 0.507, 0.277]
}